Record 1
ORCA calculation (ωB97M-V/def2-TZVPD) on a molecular structure, C31H51Br33N4O3P.

Structure (XYZ):
```
123
Properties=species:S:1:pos:R:3:forces:R:3:lowdin_charge:R:1
C 5.355012 0.142218 0.908246 -0.2419 -0.4501 -0.3026 -0.163
O 5.141231 0.851471 -0.307219 -0.0048 -0.5674 0.0579 -0.229
C 4.021798 0.260091 -0.943792 -1.0539 0.4311 -0.0327 -0.269
C 3.610869 1.038061 -2.194967 0.5467 0.1519 -0.0713 -0.222
C 2.507482 0.367238 -3.028058 -0.4155 0.0331 0.0622 -0.184
C 1.271144 -0.060678 -2.192719 0.1200 0.1974 -0.0479 -0.197
C 0.417088 -1.187921 -2.827395 0.5877 -0.0663 0.6346 -0.166
N -0.896129 -0.746707 -3.311707 0.7259 -0.3995 -0.4949 0.115
C -1.759344 -0.123214 -2.530260 0.6846 -0.1214 0.7832 -0.326
N -1.566229 0.222459 -1.219016 -0.1622 -0.5202 -0.7892 0.202
C -2.698369 0.808423 -0.884524 0.3442 1.0195 1.9935 -0.441
P -3.330047 1.530175 0.699755 -1.8220 0.2215 0.5308 0.915
C -2.610043 3.193414 1.037660 0.6372 -0.3125 0.3222 -0.323
C -2.928392 0.309672 2.024500 0.7918 -0.5983 -0.7163 -0.289
N -3.560730 0.873670 -1.883748 0.4401 -0.1595 -0.2933 0.107
N -2.958423 0.253585 -2.931456 -1.7701 1.2436 -1.4728 -0.010
C -3.676618 0.100438 -4.198320 -0.0023 -1.7214 -0.8199 -0.072
C -4.228152 -1.366462 -4.273315 -0.1837 0.2250 0.2158 -0.179
C -5.668430 -1.532672 -3.747713 0.0592 -0.1351 0.0356 -0.186
C -5.830935 -1.294771 -2.220203 -0.0653 0.6047 -0.9527 -0.200
C -6.949715 -2.115730 -1.534652 0.7386 0.6916 1.2411 -0.178
C -6.364829 -2.838595 -0.271814 -0.5229 -0.3172 0.3055 -0.244
C -6.706439 -4.341127 -0.205471 0.2059 0.0911 -0.0320 -0.192
C -6.240159 -5.024232 -1.494088 -0.9652 0.9105 -0.0394 -0.203
O -6.167318 -6.451093 -1.365089 0.9766 0.4387 0.1420 -0.029
C -5.535520 -6.953265 -2.478119 1.0140 -1.3680 1.3920 -0.566
C -4.265821 -7.760474 -2.216827 -0.3761 0.3169 0.6581 0.010
O -5.949047 -6.786014 -3.564680 -0.8259 0.6857 -1.9848 0.115
H 6.264117 0.477268 1.406802 -0.1937 0.1636 -0.3598 0.026
H 4.480357 0.254731 1.578217 0.3559 0.1013 -0.1000 0.055
H 5.423821 -0.943197 0.696492 0.1715 0.3219 0.1099 0.100
H 3.179938 0.308034 -0.220732 0.2564 -0.2339 -0.1935 0.075
H 4.177833 -0.811951 -1.181621 0.2431 0.3040 0.0837 0.139
H 3.285224 2.050623 -1.906579 0.0885 -0.3027 0.0415 0.094
H 4.518730 1.166222 -2.821971 -1.3721 0.0359 0.6098 -0.058
H 2.878460 -0.486639 -3.619454 0.1320 0.1899 0.3261 0.111
H 2.153875 1.118280 -3.755324 0.2166 -0.3489 0.0344 0.118
H 1.543368 -0.396556 -1.182426 0.0603 0.0864 -0.3832 0.083
H 0.672274 0.847652 -2.029110 0.0531 -0.4056 0.0047 0.088
H 0.970407 -1.657273 -3.652722 -0.4179 0.3103 -0.0073 0.102
H 0.284893 -1.993300 -2.085833 -0.2037 0.2932 -0.2183 0.115
H -1.135162 -0.959182 -4.269772 -0.1200 0.0742 0.2369 0.148
H -3.052675 3.530106 1.990372 -0.0414 -0.3219 -0.3037 0.042
H -2.956689 3.910015 0.282997 0.2449 -0.3136 0.0547 -0.021
H -1.520507 3.221652 1.182188 -0.3302 0.0995 -0.2990 -0.017
H -3.373382 -0.651669 1.711286 0.0294 0.3870 0.0159 0.024
H -3.400083 0.557271 2.982592 0.2246 0.2912 -0.3241 0.045
H -1.849178 0.114228 2.119202 -0.3107 0.2241 0.3017 0.028
H -4.492501 1.261790 -1.934802 0.0616 -0.1398 0.1438 0.157
H -3.001148 0.214566 -5.060033 0.1245 0.3495 0.5671 0.128
H -4.470094 0.848889 -4.324655 0.3202 -0.0755 0.4207 0.138
H -3.535514 -1.977587 -3.666534 -0.2832 0.0170 -0.2733 0.095
H -4.164281 -1.753090 -5.301510 -0.0329 0.2992 0.2378 0.113
H -6.007962 -2.550715 -4.001146 0.1389 0.2889 0.0964 0.112
H -6.325741 -0.837900 -4.298266 0.1254 -0.3167 0.0905 0.119
H -6.060565 -0.218350 -2.094051 0.0361 -0.3486 0.1000 0.096
H -4.847635 -1.426096 -1.736868 -0.4215 -0.3055 -0.0117 0.091
H -7.678982 -1.396157 -1.131658 0.0128 -0.3006 -0.3784 0.068
H -7.496703 -2.787440 -2.204932 0.3504 0.1455 0.0188 0.107
H -5.276591 -2.685489 -0.174630 -0.2722 -0.1746 -0.2698 0.102
H -6.803834 -2.368784 0.625130 0.4477 -0.2492 -0.4545 -0.004
H -7.788235 -4.436582 -0.022704 0.2652 -0.2541 -0.2477 0.117
H -6.182447 -4.804748 0.640298 -0.3500 0.2359 -0.2172 0.024
H -6.928205 -4.788726 -2.319566 0.2204 -0.1202 0.1786 0.119
H -5.264600 -4.568344 -1.764256 -0.0734 -0.5567 0.1133 0.130
H -3.967154 -7.608227 -1.171247 0.1195 -0.2621 -0.3413 0.059
H -3.485067 -7.401058 -2.901072 -0.3573 -0.2644 0.3103 -0.016
H -4.449687 -8.826335 -2.409283 0.0166 0.3298 0.0554 0.101
C 2.567520 2.737320 1.658061 0.1154 0.2736 0.0348 -1.554
Br 3.144246 4.094557 0.412648 -0.5189 -0.1947 0.2066 0.580
Br 2.357311 3.437694 3.448556 -0.3636 -0.1755 -0.3560 0.549
Br 0.959043 1.842608 1.051626 0.1198 -0.0111 0.0018 0.629
H 3.351197 1.990188 1.695738 -0.0394 0.0469 -0.0189 -0.057
C -8.407361 -0.360124 2.581362 -0.0626 0.0317 0.0450 -1.599
Br -6.836363 0.482102 1.826404 -0.0426 -0.0289 -0.0200 0.555
Br -9.749791 0.933389 3.067273 0.1509 -0.1149 -0.0891 0.598
Br -9.109318 -1.712915 1.399000 -0.3797 0.2007 0.2733 0.670
H -8.098973 -0.858836 3.491105 0.0019 0.0251 -0.0657 -0.026
C 7.110990 5.454027 1.464107 0.1147 -0.0857 -0.1249 -1.656
Br 8.585739 6.403015 0.672295 -0.1426 -0.0821 -0.0306 0.583
Br 5.619279 6.626592 1.828785 0.1081 -0.0563 0.0019 0.556
Br 6.573104 3.915026 0.423149 0.4130 0.1786 -0.0293 0.558
H 7.462631 5.083806 2.418330 0.0192 0.0370 -0.0566 -0.144
C 7.066388 1.149920 -5.494788 0.1646 -0.0329 -0.0028 -1.610
Br 6.479267 0.972513 -3.662066 0.9716 -0.0200 -0.5970 0.715
Br 5.748908 2.058195 -6.574354 0.0821 -0.0496 0.1119 0.570
Br 8.795841 1.993262 -5.615104 -0.1828 -0.0466 0.0176 0.586
H 7.170741 0.149701 -5.894337 -0.0170 0.0622 0.0220 -0.030
C -1.354605 -5.825878 -4.939165 -0.0091 -0.0324 -0.0386 -1.598
Br -1.078845 -7.697428 -4.574460 -0.0078 0.2214 -0.0023 0.629
Br -3.135699 -5.251581 -4.460322 0.1714 0.0973 -0.1709 0.654
Br -0.003365 -4.726841 -4.100388 -0.0902 -0.0499 -0.0208 0.579
H -1.254308 -5.691933 -6.008330 -0.0026 0.0099 0.0667 -0.027
C -2.146712 7.468337 -0.322900 0.1035 0.0624 0.0588 -1.620
Br -2.826624 6.285269 -1.692437 0.0465 0.0519 0.0768 0.559
Br -2.438522 6.754130 1.446020 0.0421 0.1003 -0.1300 0.597
Br -0.294849 7.910092 -0.616866 -0.1706 -0.1000 0.0227 0.586
H -2.710497 8.389561 -0.391469 0.0028 -0.0766 -0.0117 -0.028
C -3.276109 -4.910451 2.997097 0.0102 -0.0131 -0.0192 -1.609
Br -4.662939 -3.889232 3.868070 0.0986 -0.0368 -0.1226 0.574
Br -3.932597 -5.781729 1.406656 0.2638 -0.0201 0.1691 0.663
Br -1.719062 -3.830421 2.627483 -0.1359 -0.0380 0.0019 0.562
H -2.970156 -5.687460 3.685647 -0.0133 0.0560 -0.0337 -0.026
C 5.720456 2.177587 5.055443 -0.0669 0.0477 -0.0044 -1.543
Br 6.149042 0.595109 4.044668 -0.0314 0.1595 0.5137 0.652
Br 6.860752 2.377566 6.600751 -0.0427 0.0048 -0.1589 0.615
Br 5.737375 3.740167 3.929119 0.4021 -0.3663 0.0796 0.527
H 4.706310 2.062452 5.422876 0.0355 -0.0049 -0.0642 -0.047
C 10.751923 6.347996 4.658518 0.0593 0.0832 -0.0278 -1.621
Br 11.648661 6.594789 6.347565 -0.1099 -0.0133 -0.1342 0.581
Br 9.053428 5.451728 4.885162 0.0654 0.0565 -0.0328 0.572
Br 10.566495 8.011469 3.696112 -0.0054 -0.1610 0.1625 0.563
H 11.377703 5.701336 4.057485 -0.0660 0.0210 0.0289 -0.027
C 3.741039 4.419327 7.543112 0.0723 0.1300 0.0696 -1.622
Br 4.325916 5.779557 6.306427 -0.2684 0.0678 0.3636 0.564
Br 3.508941 5.121169 9.323188 -0.0185 -0.0721 -0.1785 0.600
Br 2.148145 3.512136 6.918910 0.1432 0.0867 0.1009 0.551
H 4.528235 3.677229 7.594746 -0.0483 0.0390 0.0059 -0.092
C 9.176421 -1.761897 5.938852 0.0236 0.0420 -0.0029 -1.616
Br 9.773301 -0.373815 4.735389 -0.0455 -0.1355 0.1290 0.551
Br 8.946917 -1.100575 7.735907 -0.0171 -0.0383 -0.1724 0.567
Br 7.582312 -2.644938 5.293274 0.1585 0.0461 0.0649 0.543
H 9.958509 -2.508755 5.972247 -0.0570 0.0380 -0.0069 -0.031
```
Positions in Å, forces in eV/Å.

Calculated values
M, Da: 3195.58
Net charge: +1
HOMO level, eV: -11.1
HOMO-LUMO gap, eV: 8.868
Electronic energy, Ha: -86939.96991

=====

Record 2
ORCA calculation (ωB97M-V/def2-TZVPD) on 4 unconnected molecules or ions with the total composition H8O4.

Structure (XYZ):
```
12
Properties=species:S:1:pos:R:3:forces:R:3:lowdin_charge:R:1
O 2.584004 1.046704 -1.264603 -0.1691 -0.0065 0.0676 -0.083
H 1.690447 1.217403 -0.911395 0.1444 -0.0590 -0.0534 -0.008
H 2.453711 0.377755 -1.943271 -0.0115 0.0677 0.0217 0.021
O -1.170607 0.478225 2.424705 0.2376 -0.2363 0.1158 -0.052
H -0.344189 -0.018147 2.358246 -0.1169 0.0341 0.1261 0.048
H -1.714369 -0.040964 3.027027 -0.0317 0.1122 -0.0621 0.049
O -0.751960 -1.498339 -1.137910 -0.0246 -0.3921 -0.0539 -0.038
H -0.406523 -2.378897 -0.949969 -0.0030 0.1251 -0.0223 0.058
H -1.534508 -1.645937 -1.681579 0.0675 0.1272 0.0681 0.062
O -0.149988 1.091950 -0.234104 0.1901 -0.3300 0.2241 -0.074
H -0.379966 1.236930 0.696858 -0.1378 0.0327 -0.4423 0.015
H -0.276052 0.133318 -0.384003 -0.1449 0.5249 0.0105 0.002
```
Positions in Å, forces in eV/Å.

Calculated values
M, Da: 72.06
HOMO level, eV: -10.5
HOMO-LUMO gap, eV: 10.735
SMILES: O.O.O.O
Energy relative to the best compared isomer or geometry (same formula, charge and spin), eV: 0.723
Electronic energy, Ha: -305.75264